The following is a quantum chemistry calculation of a cluster of 2 separate species, C2H3BrCl3N in total at a distorted geometry, from the Open Molecules 2025 dataset.

Calculated values
Energy above the lowest of the compared OMol25 structures with the same formula, charge and spin in kJ/mol: 78.4
Structure (SMILES): [H]/N=C\Cl.ClC(Cl)Br
Spin multiplicity: 1

Last column: natural (NBO) charge in e.
CARTESIAN COORDINATES (ANGSTROEM)
Br 2.201 -1.441 -0.182  -0.042
Cl -3.491 -1.227 0.240  0.008
Cl 2.877 1.511 -1.058  0.056
Cl 2.122 1.021 1.625  -0.015
N -1.096 -0.009 0.240  -0.642
C -2.010 -0.582 -0.374  0.105
C 1.799 0.578 -0.064  -0.350
H -1.803 -0.514 -1.507  0.207
H 0.650 0.517 -0.161  0.307
H -1.248 0.145 1.241  0.367

The following is a quantum chemistry calculation of a structure of composition C40H96Ag2N7O9 at a distorted geometry, from the Open Molecules 2025 dataset.

Calculated values
Total energy in a.u.: -2934.74473
Net charge: +3
Spin multiplicity: 3

Last column: Löwdin spin population.
CARTESIAN COORDINATES (ANGSTROEM)
Ag -2.671 4.561 1.389  0.000
Ag -2.863 2.031 4.092  0.000
O -3.756 6.091 -3.918  0.000
O 0.886 4.577 -0.704  0.000
O -1.596 1.137 2.313  0.000
O -1.642 2.582 0.812  0.000
O -2.622 -0.068 4.828  0.000
O 3.646 0.902 3.145  0.000
O -0.382 4.093 -5.177  0.000
O 3.969 -1.403 -2.339  0.115
O -2.407 -4.486 3.904  0.130
N -1.886 5.450 -0.756  0.000
N -0.719 5.958 1.880  0.000
N 3.422 -2.601 -2.806  0.629
N 3.851 1.202 -0.469  0.002
N -2.097 -5.374 2.931  0.635
N -0.689 1.452 -6.157  0.000
N -0.713 2.021 5.118  0.000
C 2.281 0.764 3.552  0.000
C 1.236 4.920 0.677  0.000
C 2.366 -5.311 -2.735  0.000
C -0.370 -6.241 1.144  0.000
C -1.390 1.399 1.130  0.000
C 1.590 3.450 -1.093  0.000
C -2.506 5.099 -2.010  0.000
C 1.367 6.825 2.194  0.000
C -3.268 -5.866 2.170  0.049
C -0.639 -3.684 1.551  0.035
C -1.703 2.084 -5.314  0.000
C 3.432 0.424 0.736  0.000
C 3.693 1.513 1.829  0.000
C 5.674 -3.479 -3.279  0.022
C 4.281 -3.780 -2.529  0.051
C 0.304 -5.181 3.263  0.015
C -1.826 0.048 6.015  0.000
C -4.649 6.991 -4.486  0.000
C 1.941 -2.625 -2.689  0.052
C -4.234 -6.505 3.108  0.010
C -3.561 -1.121 4.780  0.001
C 0.483 6.196 1.167  0.000
C 1.454 -4.074 -3.036  0.001
C -3.912 -4.817 1.297  0.047
C -3.498 3.925 -1.806  0.000
C -0.787 -5.101 2.200  0.043
C -2.775 -7.005 1.274  0.006
C -1.698 3.600 -5.335  0.000
C -1.601 -6.677 0.298  0.000
C 3.731 -5.102 -3.212  0.005
C 1.412 -2.332 -1.280  0.034
C 0.071 0.974 7.206  0.000
C -1.544 1.392 -3.920  0.000
C -0.797 0.389 0.130  0.000
C 4.554 -4.111 -1.104  0.040
C 4.329 -0.776 0.776  0.001
C 1.348 -1.772 -3.799  0.019
C -0.504 0.799 5.787  0.000
C -0.080 5.413 -5.604  0.000
C -3.050 6.384 -2.674  0.000
H -4.441 -4.051 1.863  0.001
H -0.838 2.639 5.908  0.000
H 2.365 0.210 0.797  0.000
H -0.810 1.791 -3.219  0.000
H -4.525 -5.858 3.936  0.000
H -3.626 6.902 -1.906  0.000
H 0.900 7.695 2.656  0.000
H 1.456 2.637 -0.380  0.000
H 1.732 6.250 3.045  0.000
H 1.567 -2.121 -4.808  0.000
H -4.165 4.302 -1.031  0.000
H -1.028 -2.871 2.165  0.001
H 0.257 0.660 0.067  0.000
H -3.136 -4.306 0.728  0.000
H 5.533 -3.181 -4.318  0.000
H 0.344 -3.295 1.285  0.003
H 6.395 -4.296 -3.283  0.002
H 1.758 -1.350 -0.958  0.001
H -0.613 6.128 -4.978  0.000
H 5.352 -3.422 -0.828  0.001
H 1.132 4.100 1.387  0.000
H -4.114 7.714 -5.102  0.000
H -4.524 -5.311 0.542  0.006
H -1.423 0.309 -3.926  0.000
H 0.341 6.810 0.277  0.000
H -0.917 5.212 -0.913  0.000
H -0.986 -0.617 0.505  0.000
H 1.631 1.592 3.266  0.000
H 0.269 -1.619 -3.811  0.001
H -4.165 3.688 -2.635  0.000
H -3.039 -2.071 4.896  0.000
H -4.295 -0.995 5.576  0.000
H 0.111 0.127 5.189  0.000
H -5.187 -6.738 2.634  0.000
H 5.285 -0.585 0.288  0.000
H -0.351 5.812 2.810  0.000
H -2.215 7.047 -2.902  0.000
H 2.298 5.164 0.684  0.000
H -1.280 6.798 1.895  0.000
H -2.054 -4.908 4.690  0.017
H 3.694 -4.018 -0.440  0.000
H 1.307 -5.247 2.839  0.001
H -0.161 2.254 -6.469  0.000
H -0.351 5.593 -6.645  0.000
H -1.656 4.843 -2.642  0.000
H 0.110 -7.099 1.614  0.000
H 0.346 -2.142 -1.157  0.004
H 4.034 0.484 -1.155  0.000
H 4.784 1.484 -0.202  0.000
H -0.010 1.060 -5.521  0.000
H 2.196 7.426 1.818  0.000
H -0.488 1.714 7.779  0.000
H 2.251 -5.550 -1.677  0.000
H 2.427 0.683 4.629  0.000
H 3.196 2.459 1.612  0.000
H -1.528 -0.919 6.419  0.000
H -2.361 0.594 6.793  0.000
H 1.004 5.527 -5.598  0.000
H -2.535 -7.865 1.899  0.000
H 0.158 2.371 4.745  0.000
H 0.429 -6.049 3.910  0.000
H 1.811 -3.024 -0.538  0.000
H 3.978 -1.678 0.275  0.000
H 4.944 -5.106 -0.888  0.004
H -1.810 -5.936 -0.474  0.000
H -4.149 -1.008 3.869  0.000
H 1.904 -0.200 3.211  0.000
H 0.179 0.016 7.715  0.000
H -1.259 -7.535 -0.281  0.000
H -2.428 1.512 -3.295  0.000
H 1.116 1.277 7.142  0.000
H 4.711 -1.052 1.759  0.000
H 6.166 -2.663 -2.749  0.000
H -3.868 -7.441 3.531  0.000
H -3.543 -7.521 0.696  0.000
H 3.711 -4.938 -4.289  0.000
H -1.899 6.460 -0.744  0.000
H -1.335 0.525 -0.809  0.000
H -5.313 6.532 -5.218  0.000
H -2.654 1.799 -5.763  0.000
H -3.108 2.968 -1.462  0.000
H 2.616 3.810 -1.179  0.000
H 0.411 -5.862 0.485  0.000
H 1.781 -0.777 -3.695  0.000
H -2.162 3.986 -6.243  0.000
H 0.546 -4.145 -2.437  0.001
H 4.360 -5.974 -3.035  0.000
H -5.228 7.522 -3.730  0.000
H -2.362 3.984 -4.561  0.000
H 3.920 -0.980 -3.200  0.013
H -1.208 -3.619 0.624  0.001
H 1.065 -4.160 -4.051  0.000
H 1.329 3.104 -2.093  0.000
H 0.301 -4.321 3.932  0.000
H 2.002 -6.093 -3.401  0.000
H 4.748 1.785 1.792  0.000

The following is a quantum chemistry calculation of a cluster of 4 separate species, C6H9NO2 in total at a distorted geometry, from the Open Molecules 2025 dataset.

Calculated values
Energy above the lowest of the compared OMol25 structures with the same formula, charge and spin in kJ/mol: 727.8
Structure (SMILES): O=C=O.C#C.C=C.C=N
Spin multiplicity: 1

Last column: natural (NBO) charge in e.
CARTESIAN COORDINATES (ANGSTROEM)
O -5.828 -0.291 0.374  -0.502
O -4.153 -0.943 -1.041  -0.519
N -5.365 2.735 0.172  -0.596
C -4.972 -0.583 -0.317  1.021
C 1.837 -0.194 0.448  -0.257
C 5.513 -1.651 -0.827  -0.337
C 2.075 -0.822 1.374  -0.212
C -4.228 2.258 0.410  -0.055
C 4.294 -1.064 -1.135  -0.458
H 4.482 -0.003 -1.528  0.210
H -5.867 3.124 0.950  0.344
H -3.443 2.045 -0.322  0.169
H 6.385 -1.512 -1.399  0.179
H -3.983 2.071 1.414  0.138
H 3.538 -1.294 -0.318  0.217
H 1.735 -2.070 1.698  0.266
H 2.336 0.581 0.094  0.213
H 5.644 -2.385 -0.046  0.180

> What is the formula in the second record?

C40H96Ag2N7O9

> Which value of spin multiplicity does entry 2 give?

3